ORCA calculation (the ωB97M-V functional and the def2-TZVPD basis) on a cluster of 2 separate species, CH2BrNO3 in total at a distorted geometry.

Cartesian coordinates (Å):
C (-0.578, -0.521, 0.150)
N (0.182, -1.239, -1.041)
O (1.358, -1.040, -1.118)
O (-0.415, -2.112, -1.576)
O (0.111, 0.130, 0.812)
Br (0.490, 2.986, 1.949)
H (-1.654, -0.541, 0.126)
H (0.507, 2.338, 0.698)

Properties
* SMILES string: O=C[N+](=O)[O-].Br
* ΔE to the lowest compared entry with this formula, charge and spin: 73.8 kJ/mol